Record 1
This record from the OMol25 dataset describes a cluster of 6 separate species, C38H51N7O6S2 in total at a distorted geometry. The level of theory is wB97M-V/def2-TZVPD.

Results
* net charge: 0
* gap between HOMO and LUMO: 8.3389 eV
* max |F|: 2.13 eV/A

Each line ends with the Mulliken charge.
Element x y z (Å)
O -2.68416 -0.78930 -8.09471  -0.422
C -1.97614 -0.91234 -7.20733  0.635
N -1.21555 -1.01973 -6.26879  -0.405
C -1.55090 -0.24902 -5.04263  -1.595
C -1.81678 -1.20107 -3.85793  0.309
S -0.56667 -2.53605 -3.81581  -0.169
C -2.01665 -0.47427 -2.52170  -0.039
C -2.06746 -1.46454 -1.36891  -1.652
C -2.55943 -0.83205 -0.04957  -0.654
C -1.35789 -0.24072 0.71237  -0.063
N -1.62158 1.18211 1.02962  -0.212
C -0.51317 1.73378 1.82109  -1.804
C 0.50446 2.45192 0.97760  0.662
C 1.83703 2.03979 0.98129  -0.681
C 2.80260 2.69951 0.22955  -0.407
C 2.43618 3.79596 -0.53692  -1.125
C 1.11418 4.21511 -0.58305  -0.485
C 0.15661 3.53913 0.17120  1.417
O -1.15412 3.92433 0.15034  -0.701
O -0.96270 0.46595 -2.21314  0.259
S -0.83533 1.61245 -3.30438  1.254
O 0.18602 2.52998 -2.93488  -0.524
O -2.14720 2.14779 -3.51769  -0.748
C -0.36529 0.69279 -4.75268  0.428
C -0.05172 1.64676 -5.90027  -0.647
C 1.39564 1.60174 -6.41660  -0.782
C 2.00252 0.22781 -6.49503  -0.260
O 3.23456 0.29837 -7.20212  -0.550
H -2.42608 0.36006 -5.25438  0.539
H -2.75240 -1.71004 -4.06575  0.739
H 0.53801 -1.94233 -4.28526  0.122
H -2.96907 0.04789 -2.51584  0.368
H -1.08081 -1.86729 -1.17780  0.278
H -2.68168 -2.31286 -1.66732  0.538
H -2.92264 -1.65677 0.55684  0.035
H -3.34129 -0.09535 -0.19690  0.494
H -0.47150 -0.23450 0.08656  -0.191
H -1.11551 -0.82447 1.60660  0.629
H -2.42158 1.16423 1.65515  0.234
H -0.00383 0.98309 2.43083  0.358
H -0.92604 2.45853 2.52677  0.473
H 2.12874 1.18645 1.57732  0.393
H 3.83098 2.37141 0.25202  0.454
H 3.17933 4.33276 -1.10661  0.468
H 0.79552 5.06092 -1.17278  0.478
H -1.21651 4.82344 -0.18638  0.385
H 0.46372 0.06562 -4.44521  -0.055
H -0.72846 1.51360 -6.73638  0.458
H -0.21949 2.65690 -5.53536  0.308
H 2.03162 2.28646 -5.86588  0.311
H 1.37175 1.99274 -7.43361  0.379
H 2.23047 -0.10596 -5.47360  0.200
H 1.32182 -0.51654 -6.90977  0.314
H 3.63591 -0.57029 -7.11595  0.333
C 1.01822 7.14104 4.14043  -0.612
C 2.12199 7.17728 3.24561  -0.612
C 1.99536 6.10828 2.39819  -0.316
N 0.86248 5.42742 2.74720  0.042
C 0.25982 6.05108 3.80508  -0.437
H 0.80628 7.83500 4.93642  0.391
H 2.91627 7.90450 3.22659  0.410
H 2.61026 5.77357 1.58117  0.338
H 0.52498 4.59600 2.29414  0.440
H -0.65335 5.66728 4.22696  0.370
C 3.50253 -2.73688 0.56431  -0.819
C 2.46707 -3.08819 -0.34271  -0.698
C 1.94864 -1.92044 -0.84001  -0.363
N 2.62679 -0.88124 -0.26986  0.122
C 3.57513 -1.36731 0.58472  -0.744
H 4.12075 -3.40985 1.13514  0.470
H 2.14044 -4.08196 -0.59923  0.437
H 1.15610 -1.74317 -1.54824  0.452
H 2.45201 0.09336 -0.45070  0.232
H 4.21718 -0.69910 1.13587  0.809
C 8.86824 -0.04448 -0.73394  -0.459
C 8.23531 1.05907 -0.10113  -0.716
C 6.97387 0.65705 0.24956  -0.134
N 6.81947 -0.64208 -0.14880  0.113
C 7.96919 -1.07802 -0.74499  -0.536
H 9.86789 -0.07531 -1.13339  0.387
H 8.65783 2.03368 0.07649  0.395
H 6.17680 1.18355 0.74725  0.353
H 5.98713 -1.19138 -0.02164  0.226
H 8.04891 -2.08177 -1.12533  0.361
C -6.64811 -2.21410 2.92179  -0.882
C -5.43828 -1.56614 2.55219  -0.061
C -4.41377 -2.23223 3.17086  -0.588
N -4.95742 -3.25290 3.90055  0.001
C -6.31768 -3.25135 3.75128  -0.304
H -7.64486 -1.94911 2.61226  0.387
H -5.33400 -0.71071 1.90581  0.463
H -3.34927 -2.06948 3.15564  0.447
H -4.43696 -3.90494 4.45910  0.207
H -6.93110 -3.98540 4.24531  0.343
C -4.24150 -7.23844 8.12184  -0.375
C -5.19329 -7.61951 7.13673  -0.466
C -5.75100 -6.47186 6.64281  -0.337
N -5.17465 -5.41264 7.29267  -0.008
C -4.25180 -5.87198 8.19317  -0.517
H -3.62110 -7.89384 8.70924  0.391
H -5.43910 -8.62140 6.82797  0.390
H -6.50499 -6.31807 5.88972  0.330
H -5.39691 -4.44681 7.13573  0.224
H -3.68584 -5.19000 8.80390  0.373

---

Record 2
This record from the OMol25 dataset describes a cluster of 8 separate species, C38H52O24 in total at a distorted geometry. The level of theory is wB97M-V/def2-TZVPD.

Results
* net charge: 0
* gap between HOMO and LUMO: 9.1115 eV
* max |F|: 3.61 eV/A

Each line ends with the Mulliken charge.
Element x y z (Å)
C -2.10587 1.94795 -2.90708  -0.409
C -1.30920 2.65945 -3.48097  -0.185
C -0.64011 3.89936 -4.21667  -0.547
C 0.82028 3.50451 -4.70370  -0.595
C 1.83473 3.63541 -3.46699  -0.540
C 3.21643 2.90440 -3.71850  0.470
C 4.28769 2.94527 -2.83595  0.243
C 4.42966 3.46663 -1.34846  -0.996
C 5.50151 2.48650 -3.73759  0.499
O 6.47029 3.20000 -3.81643  -0.530
O 5.07960 1.59888 -4.72870  -0.345
C 3.69581 1.89739 -4.80179  0.229
O 3.02563 1.02185 -5.28029  -0.497
H -2.97012 1.44931 -2.39147  0.401
H -0.64777 4.76053 -3.47512  0.300
H -1.29380 4.18171 -5.08896  0.336
H 0.91644 2.43519 -5.07153  0.397
H 1.09142 4.20318 -5.55814  0.363
H 2.12405 4.72325 -3.52243  0.267
H 1.38184 3.48722 -2.44984  0.312
H 5.04032 4.39363 -1.21058  0.279
H 4.84818 2.59048 -0.79676  0.284
H 3.37817 3.55469 -0.93947  0.271
C -0.88087 -2.50647 1.33305  -1.599
C -1.03511 -1.26757 0.48284  0.686
C 0.25028 -0.76156 -0.10499  -0.617
O -0.01790 0.63389 -0.25782  -0.235
C -0.94296 0.95645 0.69031  0.492
O -1.25869 2.06509 0.97273  -0.477
O -1.45547 -0.15815 1.27263  -0.345
H -1.83091 -2.76395 1.80233  0.334
H -0.54346 -3.35547 0.73536  0.401
H -0.16843 -2.34226 2.14309  0.348
H -1.79172 -1.43623 -0.29132  0.315
H 0.47955 -1.22019 -1.06722  0.338
H 1.11153 -0.87834 0.56016  0.357
C 7.62343 -0.72859 -3.13061  -1.459
C 7.50241 -1.68628 -1.96769  0.529
C 6.82972 -2.97959 -2.31610  -0.491
O 6.27710 -3.38337 -1.06717  -0.227
C 6.05273 -2.24220 -0.35340  0.573
O 5.43071 -2.19314 0.65182  -0.529
O 6.63862 -1.16572 -0.95353  -0.336
H 8.04024 0.22559 -2.80113  0.382
H 8.26778 -1.14331 -3.90773  0.408
H 6.64674 -0.50545 -3.56789  0.273
H 8.48660 -1.85502 -1.51762  0.208
H 7.53340 -3.72650 -2.68466  0.359
H 6.01428 -2.87028 -3.03756  0.319
C -3.50854 -6.92797 1.69948  -1.498
C -2.08916 -6.64208 2.13445  0.531
C -1.70553 -7.29927 3.42767  -0.536
O -0.69362 -6.42267 3.92339  -0.342
C -0.95899 -5.19122 3.41004  0.648
O -0.43171 -4.18875 3.76015  -0.506
O -1.91513 -5.25753 2.44334  -0.303
H -3.75538 -6.35041 0.80607  0.360
H -3.64669 -7.98828 1.48108  0.384
H -4.22404 -6.63078 2.47072  0.364
H -1.39270 -6.89725 1.33281  0.261
H -1.31117 -8.30471 3.28427  0.324
H -2.52023 -7.33546 4.15785  0.310
C -6.56973 3.50285 -4.83780  -1.462
C -5.91264 2.18446 -5.17752  0.492
C -6.83232 1.00241 -5.07633  -0.530
O -5.92588 -0.06069 -4.79083  -0.358
C -4.85778 0.49689 -4.15698  0.635
O -4.00317 -0.12075 -3.61386  -0.482
O -4.90115 1.85499 -4.22519  -0.262
H -5.83075 4.30663 -4.83949  0.357
H -7.35563 3.74712 -5.55491  0.387
H -7.00278 3.47934 -3.83483  0.361
H -5.44000 2.24308 -6.16382  0.252
H -7.37299 0.81231 -6.00368  0.307
H -7.54977 1.07648 -4.25357  0.308
C 4.40366 -5.94800 -1.45664  -1.359
C 4.07054 -6.94408 -0.36993  0.523
C 4.71111 -8.28719 -0.56433  -0.494
O 3.80493 -9.15484 0.11205  -0.334
C 2.58457 -8.55957 0.06348  0.643
O 1.56909 -9.09177 0.36531  -0.531
O 2.67952 -7.27555 -0.38094  -0.353
H 3.83953 -5.02453 -1.31289  0.306
H 5.46763 -5.71097 -1.45964  0.355
H 4.12536 -6.33326 -2.44143  0.366
H 4.30830 -6.52309 0.61252  0.250
H 5.70533 -8.34415 -0.12117  0.315
H 4.76909 -8.59589 -1.61248  0.313
C -1.53970 4.01116 3.35752  -1.151
C -0.12515 4.32189 3.78586  0.599
C 0.27588 3.67072 5.07653  -0.389
O 1.27497 4.56406 5.56801  -0.343
C 0.98586 5.79319 5.05653  0.583
O 1.50063 6.80221 5.40599  -0.539
O 0.02683 5.71118 4.09497  -0.375
H -1.80051 4.58411 2.46619  0.386
H -1.66080 2.95051 3.13908  0.281
H -2.25718 4.29551 4.13107  0.115
H 0.57392 4.07858 2.97839  0.275
H 0.68710 2.67172 4.93072  0.312
H -0.53451 3.61975 5.81021  0.237
C -6.57093 5.98355 7.11850  -1.458
C -6.10482 4.90186 6.17074  0.502
C -4.68260 4.47274 6.38973  -0.549
O -4.30142 4.01336 5.09393  -0.255
C -5.06829 4.69845 4.19780  0.640
O -4.88846 4.70281 3.02982  -0.507
O -6.06680 5.38005 4.82629  -0.346
H -7.57592 6.31581 6.85034  0.351
H -6.58333 5.62499 8.14940  0.375
H -5.92527 6.86309 7.05912  0.358
H -6.79192 4.04952 6.20570  0.241
H -4.59642 3.67214 7.12479  0.329
H -4.01716 5.29303 6.67592  0.313